# 1
Formula: C3H5NO
Source: the OMol25 dataset
Level of theory: wB97M-V/def2-TZVPD

Last column: natural (NBO) charge in e.
Geometry (Å):
1 O -1.12 1.39 -1.57  -0.643
2 C -0.48 0.64 -0.85  0.444
3 C 0.59 -0.25 -0.94  -0.431
4 N 0.51 -0.64 0.54  -0.566
5 C -0.64 0.33 0.68  -0.304
6 H 1.46 -0.45 -1.54  0.212
7 H 0.25 -1.57 0.22  0.456
8 H 1.32 -0.49 1.16  0.408
9 H -1.56 -0.13 1.05  0.211
10 H -0.34 1.15 1.34  0.213

Calculated values
* strongest force on any atom: 2.03 eV/Å
* 2S+1: 1
* energy relative to the best compared isomer or geometry (same formula, charge and spin): 71.69 kcal per mole
* frontier orbital gap: 8.04 eV
* net charge: 0
* E: -6726.464 eV

=====

# 2
Formula: C24H41ClN3O7P
Source: the OMol25 dataset
Level of theory: wB97M-V/def2-TZVPD

Last column: Mulliken charge in e.
Geometry (Å):
1 C -3.75 1.06 3.20  -0.187
2 C -3.33 0.25 2.42  -1.121
3 C -2.75 -0.77 1.56  -0.291
4 C -1.93 -0.17 0.40  0.057
5 C -2.87 0.80 -0.36  -1.934
6 N -0.81 0.63 0.92  0.608
7 C -0.23 0.28 2.09  -0.298
8 C 0.34 -0.06 3.09  -1.089
9 C -1.37 -1.31 -0.52  1.472
10 C -0.74 -0.83 -1.85  -0.963
11 C 0.53 0.02 -1.70  0.876
12 C 0.42 1.48 -2.12  -0.664
13 C 1.76 2.16 -1.83  -1.346
14 C 1.83 2.70 -0.41  -0.378
15 O 2.53 1.76 0.41  -0.518
16 C 2.59 2.21 1.76  -0.972
17 O -0.36 -1.88 0.31  0.037
18 C 0.30 -3.04 -0.03  0.502
19 Cl -0.34 -4.43 0.94  -0.225
20 C 1.77 -2.90 0.40  -0.974
21 O 2.29 -1.70 -0.13  -0.052
22 O 2.75 -0.89 0.96  -0.516
23 P -2.66 -2.54 -1.07  0.554
24 O -2.17 -3.43 -2.13  -0.635
25 O -3.23 -3.37 0.16  -0.494
26 O -3.93 -1.71 -1.60  -0.545
27 H -4.20 1.79 3.82  0.488
28 H -2.17 -1.47 2.15  0.411
29 H -3.60 -1.32 1.16  0.511
30 H -2.49 1.07 -1.34  0.439
31 H -2.96 1.72 0.21  0.575
32 H -3.87 0.39 -0.42  0.384
33 H -0.98 1.63 0.85  0.501
34 H 0.91 -0.30 3.95  0.676
35 H -0.45 -1.71 -2.42  -0.858
36 H -1.46 -0.34 -2.49  0.902
37 H 1.32 -0.44 -2.29  1.025
38 H 0.90 0.02 -0.68  -1.703
39 H -0.40 1.96 -1.59  0.270
40 H 0.22 1.52 -3.19  0.525
41 H 1.96 2.95 -2.56  0.488
42 H 2.55 1.43 -1.93  0.463
43 H 0.81 2.78 -0.02  0.220
44 H 2.33 3.67 -0.34  0.500
45 H 1.72 2.82 2.00  0.398
46 H 3.49 2.82 1.88  0.335
47 H 2.64 1.37 2.43  0.280
48 H 0.24 -3.33 -1.08  0.195
49 H 2.33 -3.74 -0.01  0.389
50 H 1.81 -2.90 1.48  0.430
51 H 2.52 0.00 0.65  0.452
52 H -4.17 -3.19 0.31  0.345
53 H -4.09 -2.00 -2.50  0.324
54 C 3.24 3.65 5.40  -0.856
55 C 2.11 4.26 6.23  -0.470
56 C 0.82 3.43 6.17  -0.442
57 C 0.24 3.40 4.83  0.259
58 N -0.21 3.37 3.78  -0.412
59 H 2.98 3.62 4.34  0.090
60 H 4.15 4.24 5.51  0.353
61 H 3.45 2.63 5.73  0.313
62 H 1.91 5.27 5.88  0.309
63 H 2.42 4.34 7.27  0.310
64 H 0.08 3.85 6.86  0.309
65 H 1.02 2.41 6.50  0.264
66 C -0.70 -4.06 -4.93  -0.510
67 C -0.93 -3.42 -6.30  -0.487
68 C 0.17 -2.42 -6.67  -0.581
69 C 0.17 -1.26 -5.78  0.382
70 N 0.19 -0.37 -5.06  -0.430
71 H -0.74 -3.32 -4.14  -0.141
72 H -1.47 -4.80 -4.72  0.312
73 H 0.27 -4.56 -4.90  0.353
74 H -1.90 -2.92 -6.31  0.295
75 H -0.96 -4.20 -7.07  0.326
76 H 0.03 -2.06 -7.70  0.300
77 H 1.15 -2.90 -6.64  0.284

Calculated values
* strongest force on any atom: 1.27 eV/Å
* 2S+1: 1
* frontier orbital gap: 8.63 eV
* net charge: 0
* E: -66161.934 eV

=====

# 3
Formula: C15H13ClF5N2O6TeV
Source: the OMol25 dataset
Level of theory: wB97M-V/def2-TZVPD

Last column: Löwdin spin population.
Geometry (Å):
1 V 0.31 -0.87 0.29  1.067
2 O 2.07 -1.60 0.14  -0.037
3 N 2.62 -2.18 1.16  0.019
4 N 1.81 -2.25 2.13  -0.010
5 O 0.62 -1.73 1.98  -0.021
6 C 2.21 -2.73 3.43  0.000
7 C 3.52 -3.13 3.63  -0.002
8 C 3.87 -3.58 4.89  0.000
9 C 2.93 -3.63 5.90  -0.002
10 C 1.62 -3.24 5.67  0.000
11 C 1.24 -2.78 4.42  -0.001
12 H 4.25 -3.08 2.83  0.000
13 H 4.89 -3.89 5.07  0.000
14 H 3.22 -3.99 6.88  0.000
15 H 0.89 -3.29 6.46  0.000
16 H 0.22 -2.48 4.22  0.000
17 C -0.82 3.08 -4.83  0.000
18 C -1.61 2.95 -3.56  0.000
19 C -2.99 2.92 -3.56  0.000
20 C -3.70 2.77 -2.37  0.000
21 Cl -5.43 2.70 -2.42  0.000
22 C -3.05 2.69 -1.16  0.000
23 C -1.65 2.73 -1.13  -0.001
24 C -0.95 2.85 -2.32  -0.001
25 O 0.42 2.84 -2.40  0.000
26 C 1.13 2.59 -1.23  0.000
27 C 0.86 1.21 -0.70  0.006
28 O 0.51 0.24 -1.44  -0.007
29 O 1.00 0.92 0.54  0.001
30 H -1.49 3.20 -5.68  0.000
31 H -0.21 2.19 -4.99  0.000
32 H -0.15 3.93 -4.79  0.000
33 H -3.53 2.99 -4.49  0.000
34 H -3.61 2.60 -0.24  0.000
35 H -1.16 2.70 -0.17  0.000
36 H 0.95 3.31 -0.43  0.000
37 H 2.19 2.63 -1.49  0.000
38 F -0.38 -1.83 -2.49  0.007
39 Te -1.87 -1.28 -1.52  0.004
40 F -0.91 -2.57 -0.33  0.013
41 F -3.56 -0.75 -0.98  0.000
42 F -2.77 -2.73 -2.18  0.000
43 F -2.06 -0.10 -2.90  0.000
44 O -1.43 -0.36 0.15  -0.036

Calculated values
* strongest force on any atom: 1.79 eV/Å
* 2S+1: 2
* frontier orbital gap (alpha / beta): 4.35 / 4.75 eV
* net charge: +1
* E: -90112.452 eV

=====

# 4
Formula: BBrClI
Source: the OMol25 dataset
Level of theory: wB97M-V/def2-TZVPD

Last column: natural (NBO) charge in e.
Geometry (Å):
1 Cl 1.17 0.96 1.08  -0.092
2 Br 0.80 -1.42 -0.94  -0.134
3 I -1.93 0.52 -0.52  0.051
4 B -0.03 -0.07 0.37  0.174

Calculated values
* strongest force on any atom: 3.46 eV/Å
* 2S+1: 1
* energy relative to the best compared isomer or geometry (same formula, charge and spin): 15.65 kcal per mole
* frontier orbital gap: 8.51 eV
* net charge: 0
* E: -91343.660 eV

=====

# 5
Formula: C2H5OP
Source: the OMol25 dataset
Level of theory: wB97M-V/def2-TZVPD

Last column: natural (NBO) charge in e.
Geometry (Å):
1 C -0.67 1.05 -0.09  -0.401
2 C -0.32 -0.20 0.44  0.039
3 O -0.39 -1.39 -0.20  -0.664
4 P 2.01 0.03 -0.06  -0.009
5 H -0.82 1.23 -1.25  0.232
6 H -0.96 1.79 0.67  0.224
7 H -0.39 -0.10 1.45  0.186
8 H -0.18 -2.03 0.38  0.478
9 H 1.71 -0.38 -1.33  -0.086

Calculated values
* strongest force on any atom: 4.94 eV/Å
* 2S+1: 1
* energy relative to the best compared isomer or geometry (same formula, charge and spin): 98.38 kcal per mole
* frontier orbital gap (alpha / beta): 6.52 / 6.69 eV
* net charge: 0
* E: -13486.609 eV

=====

# 6
Formula: C6H14
Source: the OMol25 dataset
Level of theory: wB97M-V/def2-TZVPD

Last column: natural (NBO) charge in e.
Geometry (Å):
1 C 2.81 0.37 -0.28  -0.604
2 C 1.46 -0.33 -0.07  -0.393
3 C 0.46 0.55 0.67  -0.586
4 C -0.71 -0.11 1.28  0.182
5 C -1.83 0.83 1.50  -0.787
6 C -1.78 -1.31 -1.58  -0.865
7 H 2.69 1.32 -0.81  0.201
8 H 3.50 -0.26 -0.86  0.213
9 H 3.29 0.59 0.68  0.200
10 H 1.04 -0.60 -1.04  0.202
11 H 1.59 -1.26 0.49  0.214
12 H 0.25 1.49 0.13  0.189
13 H 0.91 0.88 1.64  0.270
14 H -1.45 -1.49 -0.55  0.231
15 H -2.58 0.50 0.76  0.273
16 H -2.32 0.67 2.47  0.243
17 H -1.65 1.91 1.33  0.181
18 H -2.86 -1.49 -1.65  0.214
19 H -1.56 -0.28 -1.86  0.206
20 H -1.26 -1.99 -2.26  0.216

Calculated values
* strongest force on any atom: 0.44 eV/Å
* 2S+1: 1
* energy relative to the best compared isomer or geometry (same formula, charge and spin): 87.49 kcal per mole
* frontier orbital gap: 8.71 eV
* net charge: 0
* E: -6445.615 eV